A structure of composition C40H39O2Zr at a distorted geometry, computed with ωB97M-V with the def2-TZVPD basis set.

Summary:
* gap between HOMO and LUMO: 3.57 eV
* calculated total energy: -1745.0882 Eh
* E_HOMO: -1.53 eV

Structure (ORCA input):
```
! wB97M-V def2-TZVPD RIJCOSX def2/J DEFGRID3
* xyz -1 1
C 6.210 2.050 0.786
O 5.908 0.779 1.401
C 4.602 0.450 1.596
C 4.334 -0.788 2.238
C 3.041 -1.226 2.378
C 1.933 -0.448 1.916
C 0.606 -0.981 1.979
C -0.547 -0.152 1.796
C -1.683 -0.633 1.087
C -2.805 0.158 0.968
C -2.794 1.480 1.474
O -3.970 2.139 1.323
C -4.910 1.197 0.652
C -4.152 -0.110 0.372
C -1.672 2.003 2.138
C -0.592 1.181 2.327
C 2.238 0.809 1.312
C 3.530 1.261 1.165
H 7.298 2.064 0.720
H 5.766 2.132 -0.214
H 5.857 2.879 1.412
H 5.194 -1.370 2.584
H 2.850 -2.196 2.855
H 0.502 -2.050 1.768
H -1.646 -1.588 0.565
H -5.756 1.050 1.331
H -5.265 1.681 -0.269
H -4.086 -0.303 -0.706
H -4.656 -0.963 0.844
H -1.710 3.034 2.482
H 0.276 1.559 2.865
H 1.429 1.422 0.914
H 3.719 2.231 0.695
C 2.591 -4.713 7.221
C 2.215 -3.381 7.450
C 1.399 -2.719 6.543
C 0.963 -3.353 5.342
C 0.116 -2.692 4.394
Zr -2.234 -4.306 4.520
C -3.782 -2.632 4.701
C -3.252 -1.461 5.433
C -2.519 -0.485 4.726
C -1.806 0.497 5.406
C -1.858 0.557 6.802
C -2.672 -0.334 7.507
C -3.410 -1.294 6.825
C -1.529 -6.104 5.980
C -1.495 -4.961 6.844
C -2.832 -4.512 7.026
C -3.703 -5.340 6.254
C -2.900 -6.343 5.626
C -1.051 -5.191 2.494
C -1.772 -4.041 2.054
C -3.169 -4.285 2.240
C -3.314 -5.578 2.832
C -1.999 -6.150 2.959
C 1.404 -4.693 5.120
C 2.182 -5.368 6.049
H 3.218 -5.234 7.941
H 2.571 -2.862 8.346
H 1.069 -1.694 6.720
H -0.235 -1.694 4.671
H 0.361 -2.888 3.355
H -4.088 -2.359 3.683
H -4.622 -3.107 5.220
H -2.486 -0.546 3.637
H -1.216 1.224 4.850
H -1.267 1.304 7.327
H -2.737 -0.271 8.595
H -4.087 -1.955 7.362
H -0.679 -6.737 5.736
H -0.618 -4.578 7.356
H -3.131 -3.718 7.704
H -4.787 -5.287 6.223
H -3.286 -7.215 5.108
H 0.025 -5.339 2.406
H -1.341 -3.165 1.579
H -3.978 -3.631 1.915
H -4.262 -6.079 3.026
H -1.757 -7.172 3.243
H 1.096 -5.198 4.203
H 2.485 -6.405 5.864
*
```